Entry 1:
{
  "formula": "C16H26CaN2Si",
  "method": "wB97M-V/def2-TZVPD",
  "elements": ["H", "C", "C", "H", "H", "H", "C", "C", "H", "H", "C", "C", "C", "H", "C", "N", "H", "C", "C", "H", "H", "H", "H", "H", "H", "C", "H", "H", "H", "H", "H", "C", "H", "H", "H", "H", "H", "N", "C", "C", "H", "Si", "C", "H", "Ca", "C"],
  "coordinates": [[-3.2976, 2.5990, -0.4426], [-3.1224, 1.7160, 0.1681], [2.9327, -0.4409, 0.1053], [3.0227, -1.5006, 0.3835], [-4.3491, 2.3704, 1.8147], [2.9333, 2.2199, 3.1035], [3.3590, 1.3492, 2.5876], [-3.4586, 0.4234, 2.1713], [2.4789, -0.3439, -0.8937], [3.9563, -0.0499, 0.0194], [-3.7076, 1.5789, 1.4271], [-2.6292, -0.5604, 1.6283], [0.8934, -3.2594, -1.2908], [0.8920, 1.2831, -4.5997], [0.2112, 0.0390, -2.9909], [-0.6052, -0.1162, -1.9209], [0.8807, -0.7965, -3.2237], [0.9450, -0.5005, 2.4593], [-1.5584, 2.0487, -2.3575], [1.1191, 1.8731, -0.4976], [-0.0544, -0.0662, 2.5689], [1.6036, 2.9261, 0.8450], [-0.6278, -3.5836, 0.7623], [-0.7386, 3.1339, -4.0266], [1.3969, -0.5332, 3.4573], [0.1986, 1.2010, -3.7648], [-1.6099, -3.2730, -0.8179], [1.1524, -4.2210, -1.6936], [0.6419, -2.5643, -2.1130], [1.6817, -2.9470, -0.5783], [-2.4185, -1.4893, 2.1665], [-2.2657, 0.7117, -0.3226], [0.0845, 2.0120, 0.9406], [-2.2690, 2.8200, -2.0752], [-3.8887, 0.2728, 3.1580], [-0.7246, -4.7986, -0.5271], [3.6704, 0.6207, 3.3476], [-2.0394, -0.4158, 0.4197], [1.1251, 1.9685, 0.5957], [-0.7362, -3.7424, -0.3293], [4.2512, 1.6770, 2.0396], [2.0911, 0.5943, 1.4300], [-0.7005, 2.2171, -3.4431], [0.8690, -1.5555, 2.1439], [-0.0978, -1.7738, -0.2479], [-1.4914, 0.8761, -1.5862]],
  "forces_ev_per_a": [[-0.1, -0.2, 0.3], [-0.6, 0.2, 0.9], [0.3, 0.0, 0.0], [0.1, 0.2, -0.1], [0.1, -0.2, -0.1], [0.1, -0.2, -0.1], [0.1, -0.1, 0.1], [0.5, -1.3, 0.5], [0.1, -0.1, 0.3], [-0.1, -0.2, -0.1], [0.3, 0.7, -1.4], [-0.5, 1.2, -0.5], [2.2, -2.1, -2.0], [-0.2, 0.0, 0.2], [-0.8, 1.2, -0.1], [0.8, -0.8, -0.2], [-0.2, 0.4, 0.1], [0.0, 0.0, 0.2], [0.6, 0.4, -1.0], [-0.1, 0.0, 0.2], [0.1, -0.2, -0.1], [-0.2, -0.1, -0.1], [-0.6, -0.3, 0.2], [0.0, -0.2, 0.1], [-0.2, -0.2, 0.0], [1.0, -1.5, -0.1], [-0.3, -0.3, 0.5], [0.2, -0.2, -0.2], [0.7, -0.2, 0.1], [0.1, 0.0, -0.8], [-0.1, 0.2, -0.1], [1.1, 0.3, -1.6], [0.1, 0.0, -0.1], [0.2, 0.0, -0.2], [0.0, 0.0, -0.2], [-0.1, -0.2, 0.0], [0.0, 0.2, -0.1], [0.3, -0.7, 0.5], [0.0, 0.2, 0.0], [-1.3, -2.6, 0.1], [-0.2, 0.0, 0.1], [-0.3, 0.3, -0.2], [-1.3, 0.5, 1.1], [0.0, 0.2, 0.1], [-1.2, 6.0, 2.1], [-1.0, -0.2, 1.8]],
  "fmax_ha_per_bohr": 0.125,
  "homo_ha": [-0.15419, -0.16546],
  "e_lumo_ha": [0.0111, 0.0073],
  "relative_energy_ev": 1.991,
  "orbital_gap_ev": [4.50, 4.70]
}


Entry 2:
{
  "formula": "C3H10NO",
  "method": "wB97M-V/def2-TZVPD",
  "elements": ["N", "H", "H", "H", "H", "H", "H", "H", "C", "O", "H", "H", "H", "C", "C"],
  "coordinates": [[-0.7698, -1.6869, 1.5293], [-0.8016, 1.2648, -1.9637], [1.4285, -0.6324, 0.4080], [-0.0850, -1.3415, 0.8252], [-2.1829, -0.1684, 1.2959], [-0.4760, -2.3974, 2.1437], [-0.0293, 2.0779, -0.7648], [2.1530, 1.1510, -0.6531], [1.3000, 0.5634, -1.1946], [0.7234, -0.3374, -0.2075], [1.7117, -0.0104, -2.1348], [0.7836, 2.4320, -2.2607], [-2.2354, -1.5925, 2.6222], [-1.6983, -0.9233, 2.0059], [0.1781, 1.6014, -1.6511]],
  "forces_ev_per_a": [[0.8, 3.0, 0.4], [0.4, -0.5, -1.0], [0.0, 0.6, -0.9], [-0.9, -0.1, -0.5], [1.2, -0.3, 1.7], [0.4, -1.6, 0.5], [-0.6, 1.5, 2.2], [-1.5, -1.0, -1.3], [0.4, 0.9, -1.6], [0.7, -0.4, 0.6], [-0.7, 0.8, 2.1], [-1.9, -2.0, 0.7], [-1.3, 0.8, 2.0], [-0.9, -1.9, -4.1], [3.7, 0.3, -0.8]],
  "fmax_ha_per_bohr": 0.090,
  "homo_ha": -0.53552,
  "e_lumo_ha": -0.2206,
  "relative_energy_ev": 2.956,
  "orbital_gap_ev": 8.57,
  "charge": 1
}


Entry 3:
{
  "formula": "C8H11N3O2",
  "method": "wB97M-V/def2-TZVPD",
  "elements": ["H", "H", "O", "H", "H", "C", "C", "H", "O", "H", "C", "C", "H", "C", "C", "H", "N", "N", "H", "H", "H", "N", "C", "C"],
  "coordinates": [[-4.1491, 0.5545, -0.2723], [1.4642, 1.0034, -2.1447], [-0.5616, -3.0492, -0.1304], [2.6174, -0.0559, 2.0185], [-3.0397, -1.6825, -0.2756], [-2.4729, -0.7658, -0.1846], [-1.0816, -0.7973, -0.0391], [-0.3677, 2.5526, 0.2091], [2.2648, 0.2891, -0.3552], [1.8464, -0.7579, -2.1437], [2.1376, 0.2284, -1.7778], [-0.3754, 0.3920, 0.1076], [-2.8195, 2.6102, -0.0653], [1.5722, 0.1909, 1.8198], [-0.9188, 1.6308, 0.1080], [0.9313, -0.3482, 2.5166], [1.0044, -1.5379, 0.2557], [1.2539, -0.1553, 0.4294], [1.4444, 1.2633, 1.9716], [3.1494, 0.4469, -2.1277], [1.7595, -2.2295, 0.3062], [-0.2622, -1.9164, 0.0092], [-3.0741, 0.4852, -0.1816], [-2.3231, 1.6485, -0.0536]],
  "forces_ev_per_a": [[0.0, 0.0, 0.0], [-0.1, 0.0, 0.1], [-1.3, -4.3, -0.5], [-0.1, -0.1, -0.2], [0.0, 0.0, 0.0], [-1.8, 0.7, -0.2], [0.5, -0.9, -0.1], [0.2, 0.1, 0.1], [0.7, 0.6, 0.5], [0.0, 0.0, 0.2], [-0.1, 0.0, -0.9], [3.1, 0.2, 0.6], [0.0, 0.0, 0.0], [0.7, 0.6, 1.3], [1.8, -0.8, 0.1], [-0.1, -0.1, -0.3], [2.9, 0.3, 0.3], [-3.8, -0.1, -0.9], [0.0, -0.1, -0.2], [-0.2, 0.0, 0.1], [-0.3, 0.3, 0.0], [-1.2, 4.6, 0.2], [-0.3, -2.4, -0.1], [-0.7, 1.4, -0.1]],
  "fmax_ha_per_bohr": 0.093,
  "homo_ha": [-0.59217, -0.70789],
  "e_lumo_ha": [-0.3055, -0.4844],
  "s_squared": 2.013,
  "orbital_gap_ev": [7.80, 6.08],
  "charge": 2,
  "multiplicity": 3
}


Entry 4:
{
  "formula": "C16H13ClFeO5",
  "method": "wB97M-V/def2-TZVPD",
  "elements": ["C", "C", "C", "C", "Cl", "C", "O", "C", "H", "H", "C", "Fe", "H", "C", "H", "C", "C", "C", "H", "H", "H", "H", "C", "O", "O", "C", "H", "H", "H", "H", "C", "H", "C", "O", "C", "O"],
  "coordinates": [[-0.2364, 2.1986, -1.1584], [1.2065, 4.3664, -0.3787], [0.3136, 1.5609, -0.0427], [1.3674, 0.5342, -0.1169], [-3.2609, -6.9381, 2.1951], [1.5923, 1.3750, -2.4762], [-0.0067, -2.1227, 1.4338], [-0.2696, -4.4815, 1.1590], [-2.6980, 1.7899, -0.2063], [-2.8842, 2.1553, -1.9553], [2.8709, 2.7022, 0.6067], [1.8943, 2.7605, -0.8193], [-0.2601, 1.5973, 0.8651], [-1.9099, -3.1723, 2.4402], [-3.6144, -4.2803, 3.1838], [0.4386, 2.1504, -2.3984], [-2.2689, -5.5393, 2.0388], [2.1139, 0.7341, -1.3716], [3.0151, 0.1599, -1.4869], [-2.2322, -2.2266, 2.8708], [-0.7240, -6.5834, 0.9282], [-3.3084, 3.3905, -0.7340], [3.0668, 3.4771, -1.8556], [3.5364, 2.7197, 1.5630], [0.8762, 5.4290, -0.0783], [-2.6790, -4.3101, 2.6116], [2.0321, 0.6119, 0.7553], [0.9682, -0.4912, 0.0104], [0.6665, -4.5369, 0.6075], [0.0726, 2.7525, -3.2249], [-0.6705, -3.1660, 1.6597], [2.1149, 1.3530, -3.4217], [-2.6278, 2.5696, -0.9737], [-1.3099, 3.0979, -1.0099], [-1.0420, -5.6155, 1.3338], [3.8568, 3.9781, -2.5539]],
  "forces_ev_per_a": [[-0.9, -0.2, 0.4], [-1.7, 3.8, 1.1], [-3.2, -0.2, 0.1], [0.1, -0.2, 0.4], [0.2, 0.2, 0.0], [0.1, -0.9, -0.4], [-0.7, -1.0, 0.3], [-0.2, -0.3, -0.1], [-0.1, 0.1, -0.1], [-0.1, 0.0, 0.1], [3.5, 0.2, 4.7], [-0.9, -0.4, 0.9], [-0.1, 0.3, 0.3], [-0.3, -0.2, 0.0], [0.5, 0.0, -0.3], [-2.2, 0.0, -0.9], [0.5, 0.6, -0.1], [0.8, -2.0, -1.5], [0.3, -0.1, -0.1], [0.1, -0.2, -0.1], [-0.1, 0.5, 0.2], [0.2, -0.1, 0.0], [4.6, 3.0, -4.1], [-1.1, 0.0, -1.7], [0.5, -1.3, -0.4], [0.2, 0.2, -0.1], [0.0, -0.1, 0.0], [-0.1, 0.1, -0.3], [-0.2, 0.0, 0.1], [0.1, -0.2, 0.1], [0.0, -0.1, 0.0], [0.3, 0.0, 0.1], [0.3, -0.4, -0.1], [1.2, -0.3, 0.0], [0.1, 0.2, 0.0], [-1.5, -1.1, 1.4]],
  "fmax_ha_per_bohr": 0.133,
  "homo_ha": [-0.21599, -0.29301],
  "e_lumo_ha": [0.0175, -0.0925],
  "s_squared": 6.174,
  "orbital_gap_ev": [6.35, 5.46],
  "multiplicity": 5
}


Entry 5:
{
  "formula": "C2H3NO3",
  "method": "wB97M-V/def2-TZVPD",
  "elements": ["O", "C", "H", "N", "O", "C", "O", "H", "H"],
  "coordinates": [[0.1210, 1.8577, 0.0690], [0.0078, 0.6814, -0.1111], [1.1524, -1.8325, -0.4685], [1.2521, -0.0655, -0.2314], [1.3199, -1.2381, 0.2859], [-1.3193, 0.1347, 0.0308], [-1.7439, -1.1190, -0.0883], [2.1689, 0.4735, -0.1816], [-1.7927, 0.9163, 0.6181]],
  "forces_ev_per_a": [[-0.4, 1.9, -0.4], [5.7, -0.9, 0.0], [0.2, -0.4, 0.7], [-1.3, 5.9, -2.0], [0.0, -5.2, 0.8], [-3.0, -7.9, 0.9], [2.4, 7.2, 0.2], [-2.1, -0.5, 0.1], [-1.5, -0.1, -0.3]],
  "fmax_ha_per_bohr": 0.166,
  "homo_ha": -0.36090,
  "e_lumo_ha": -0.0487,
  "relative_energy_ev": 4.735,
  "smiles": "O=CC(=O)NO",
  "orbital_gap_ev": 8.50
}


Entry 6:
{
  "formula": "C4H16NO3",
  "method": "wB97M-V/def2-TZVPD",
  "elements": ["C", "H", "H", "C", "C", "N", "H", "C", "H", "H", "H", "H", "O", "O", "O", "H", "H", "H", "H", "H", "H", "H", "H", "H"],
  "coordinates": [[-0.1575, 0.3563, 2.0193], [-1.9079, 1.6846, -2.5825], [-0.9848, 3.1094, -2.7153], [0.2367, 1.7227, -1.5303], [-1.0640, 2.1964, -2.0714], [0.1497, 0.7521, -0.3268], [0.9731, 0.1017, -0.3926], [0.1827, 1.4609, 1.0405], [0.8923, -2.2224, -1.2542], [1.2210, 1.7005, 1.2879], [0.8753, -2.5870, 0.2893], [-1.8170, -3.4649, -1.3812], [-0.9378, -3.8792, -1.6277], [1.1599, -1.9412, -0.3679], [0.6971, 0.4651, 3.1907], [0.1231, -0.6570, 1.6814], [0.6402, 1.3202, 3.6305], [-1.1756, 0.1497, 2.4369], [-1.3837, -4.6011, -1.1266], [-1.6770, 2.6684, -1.2780], [1.1230, 1.2880, -2.0964], [0.7058, 2.6279, -1.1051], [-0.6975, 0.1720, -0.4553], [-0.5210, 2.2835, 0.9111]],
  "forces_ev_per_a": [[0.0, -1.4, 2.8], [1.4, -1.0, 0.2], [0.8, -0.7, 0.2], [2.5, -0.5, 1.1], [-2.8, 2.0, -0.9], [1.6, 1.6, -0.6], [-0.8, 0.1, 0.2], [-0.8, -1.9, -1.3], [-0.4, -0.4, 0.3], [-0.3, 0.5, -0.5], [-0.2, -0.3, -0.4], [1.3, 1.8, -1.2], [-3.0, -0.4, 1.5], [0.6, 0.7, 0.1], [0.2, 0.0, -0.1], [0.0, 0.8, -0.5], [-0.3, 0.0, -0.2], [0.3, 1.1, -1.0], [1.9, -1.3, -0.3], [0.6, -0.4, 0.3], [-1.9, 0.4, -0.4], [-0.1, -0.3, 0.0], [-0.7, -0.5, 0.1], [0.3, 0.1, 0.6]],
  "fmax_ha_per_bohr": 0.070,
  "homo_ha": [-0.10174, -0.40009],
  "e_lumo_ha": [0.0230, 0.0179],
  "relative_energy_ev": 3.204,
  "s_squared": 0.751,
  "orbital_gap_ev": [3.40, 11.38],
  "multiplicity": 2
}